(1)
20
Properties=species:S:1:pos:R:3:forces:R:3 method="wB97M-V/def2-TZVPD" total_charge=-1 de_lowest_ev=2.273 s2=0.751 spin_multiplicity=2 homo_lumo_gap_ev="2.8 / 9.0"
C 0.2860 -2.6116 -0.7023 -1.486 -0.757 -0.418
C -1.4324 -0.9053 -0.8691 0.578 0.761 -0.730
N -0.5912 -1.5966 -0.2288 0.031 0.691 0.919
N -1.6780 -1.0499 -2.2554 0.219 -1.680 -0.399
N -1.9150 0.2937 -0.3424 0.189 0.248 -0.084
H -0.5985 2.6799 1.1612 1.069 0.436 0.325
H 1.3182 -2.2652 -0.6550 0.004 -0.191 -0.015
H 0.0154 -2.9787 -1.7131 0.555 0.058 -0.059
H -1.4166 -1.9969 -2.5236 0.024 0.225 -0.171
H -2.5725 -0.8734 -2.6956 -0.030 0.621 0.739
H -2.8383 0.2713 0.0527 -0.072 0.097 0.130
H -1.1930 0.7754 0.2303 -0.955 -0.634 -0.053
H 0.1023 -3.4837 -0.0489 0.647 0.227 -0.124
C 2.2908 2.4250 1.4812 0.457 -1.504 0.234
C 1.1262 1.4311 1.5741 -0.164 0.943 -0.778
O -0.0726 1.8081 1.1171 -0.731 -0.507 -0.112
O 1.2746 0.3024 1.9653 0.310 0.125 0.172
H 3.0698 1.8068 1.9260 0.400 0.415 0.427
H 2.1318 3.3336 2.0399 -0.230 0.334 0.105
H 2.6930 2.6339 0.4863 -0.814 0.093 -0.111

(2)
20
Properties=species:S:1:pos:R:3:forces:R:3 method="wB97M-V/def2-TZVPD" total_charge=0 de_lowest_ev=0.800 homo_lumo_gap_ev=8.5
C -1.5780 0.1032 -2.1572 -0.095 1.144 -1.474
C 0.2653 1.2885 -1.1216 0.843 -1.166 0.848
N 1.2172 1.3013 -0.2032 0.064 -0.140 0.127
N -0.6804 0.4125 -1.0806 -1.136 -1.893 1.883
N 0.3829 2.0602 -2.2448 -1.711 1.976 -0.236
H 1.2021 0.6014 0.5824 -0.432 -0.089 0.448
H 1.7453 2.1390 -0.0523 0.149 0.156 -0.185
H -0.7320 -0.2956 -0.2672 0.565 0.717 -0.483
H -0.1422 2.9508 -2.1183 0.320 -0.905 -0.504
H 1.3311 2.2816 -2.3195 1.706 0.698 -0.475
H -1.6326 0.9730 -2.8420 -0.301 -0.365 0.565
H -2.5805 -0.1084 -1.7610 0.510 -0.281 -0.285
H -1.1336 -0.6532 -2.8140 -0.471 -0.461 0.459
C 0.3576 -2.2159 3.1856 1.075 -1.470 -0.343
C 0.2923 -1.3418 1.9611 -2.229 0.065 -1.559
O 0.8700 -0.2285 1.9576 0.681 0.119 0.128
O -0.4360 -1.7566 0.9868 0.767 0.682 0.657
H 0.5909 -3.2370 2.7980 -0.124 0.580 0.280
H -0.5783 -2.3714 3.7502 0.459 0.681 -0.236
H 1.2391 -1.9030 3.7602 -0.641 -0.046 0.386

(3)
20
Properties=species:S:1:pos:R:3:forces:R:3 method="wB97M-V/def2-TZVPD" total_charge=0 smiles="[H]/N=C(/N)NC.CC(=O)O" de_lowest_ev=0.374 homo_lumo_gap_ev=9.8
H -0.3532 0.5306 0.5081 -0.420 0.198 -0.177
N -0.2572 -0.1833 -0.1976 0.346 -0.379 0.524
C -1.0706 -0.1582 -1.1847 0.009 0.289 -0.319
N -0.9679 -1.1135 -2.1495 -0.001 -0.297 -0.168
N -2.0418 0.7809 -1.3853 0.056 0.714 0.212
C -2.0461 1.9941 -0.5874 -0.394 0.066 0.090
H -1.5033 -1.0734 -2.9970 -0.136 -0.048 0.172
H -0.6014 -2.0041 -1.8647 0.174 0.047 -0.126
H -2.4290 0.9021 -2.3040 0.086 -0.334 -0.100
H -2.7668 2.6823 -1.0326 0.241 0.040 0.001
H -1.0696 2.4768 -0.4804 -0.013 -0.066 -0.296
H -2.4148 1.7900 0.4125 -0.034 -0.123 0.239
C 2.1085 -0.3611 2.3124 -0.357 0.135 0.319
C 2.6643 -1.3744 1.3398 0.251 0.180 0.425
O 3.5766 -2.1031 1.6444 0.037 0.094 -0.195
O 2.0890 -1.4286 0.1554 -0.049 -0.456 -0.676
H 1.0314 -0.2728 2.1649 0.013 0.138 0.115
H 2.5584 0.6391 2.2828 0.031 -0.307 -0.476
H 2.3027 -0.7333 3.3082 -0.046 -0.126 0.259
H 1.1906 -0.9901 0.0546 0.208 0.234 0.176

(4)
20
Properties=species:S:1:pos:R:3:forces:R:3 method="wB97M-V/def2-TZVPD" total_charge=0 smiles="CN=C(N)N.CC(=O)O" de_lowest_ev=0.857 homo_lumo_gap_ev=9.3
C -1.8546 -1.3253 0.3166 -0.619 0.134 1.284
N -0.8484 -0.4360 0.9099 0.615 -0.651 -1.817
C 0.0807 -0.8655 1.6988 0.059 1.478 0.333
N -0.1109 -1.8887 2.5804 -0.338 -0.287 -0.484
N 1.2415 -0.1590 1.7685 -0.312 0.414 -0.678
H -2.4068 -1.7958 1.1554 -0.715 0.442 -0.482
H -1.5722 -2.2278 -0.2716 0.705 0.862 -0.021
H -2.4685 -0.6436 -0.3206 0.007 -1.077 0.613
H -0.7833 -2.5194 2.1914 -0.138 -0.616 0.675
H 0.5562 -2.2066 3.2598 0.171 -0.123 -0.388
H 1.3866 0.5446 1.0046 -0.022 -0.875 1.144
H 1.8189 -0.2518 2.5838 0.225 0.277 -0.192
C 0.4848 1.7154 -3.1385 1.784 1.325 0.010
C 0.4657 1.3162 -1.6837 -0.825 -1.747 -0.998
O 1.4110 1.1938 -0.9389 0.210 0.944 0.181
O -0.7274 0.7754 -1.4411 -0.349 1.133 0.978
H 0.9043 0.8386 -3.6403 -0.266 0.081 -0.193
H 1.2389 2.5408 -3.2986 -0.893 -0.784 0.113
H -0.4984 1.9859 -3.5278 0.261 -0.162 0.145
H -0.8012 0.6183 -0.4388 0.437 -0.769 -0.224

(5)
20
Properties=species:S:1:pos:R:3:forces:R:3 method="wB97M-V/def2-TZVPD" total_charge=0 smiles="CN=C(N)N.CC(=O)O" de_lowest_ev=3.462 homo_lumo_gap_ev=10.0
C -0.1104 -2.2798 -0.5933 3.123 1.419 -1.625
N 0.6475 -1.0278 -0.1801 3.634 1.763 -0.925
C 1.8123 -0.5075 -0.5860 1.832 -1.238 -1.112
N 2.4881 0.6446 0.0292 -6.771 -4.423 4.180
N 2.7963 -0.9565 -1.5977 -5.413 -1.260 1.068
H -1.0759 -1.8661 -0.8022 -0.587 -0.500 -0.684
H -0.1653 -3.0126 0.1524 -0.203 -0.391 1.935
H 0.4461 -2.9109 -1.3662 -1.085 1.297 0.067
H 1.7390 1.0028 0.6903 1.813 -0.122 -0.692
H 2.9509 1.3497 -0.3725 1.889 2.686 -2.825
H 2.6813 -1.8773 -1.9648 -0.380 -0.339 -0.150
H 3.7077 -0.6834 -1.6604 2.498 1.369 0.617
C -2.9178 2.2241 1.3014 3.292 -1.085 -0.269
C -2.2028 0.8053 0.8424 1.261 7.433 2.500
O -2.7631 -0.1380 0.5407 -1.968 -4.866 -1.940
O -0.8760 1.0200 1.0967 1.674 -0.358 -2.127
H -3.9859 2.1276 1.3488 -0.358 -0.285 0.912
H -2.7717 3.0121 0.4922 0.463 -0.948 1.174
H -2.2039 2.3814 2.2588 -2.491 0.439 -1.978
H -0.1964 0.6921 0.3704 -2.224 -0.590 1.875

(6)
20
Properties=species:S:1:pos:R:3:forces:R:3 method="wB97M-V/def2-TZVPD" total_charge=0 smiles="CN=C(N)N.CC(=O)O" de_lowest_ev=3.308 homo_lumo_gap_ev=9.4
C 2.0893 0.3826 -0.5366 1.119 -0.549 3.331
N 0.8247 0.7318 -0.0134 -2.618 1.764 -1.304
C 0.2637 1.8902 -0.2038 -1.193 -2.356 0.580
N 0.8355 3.0667 -0.7096 2.457 -3.097 -1.470
N -1.2210 1.9242 -0.0162 2.254 -0.504 -2.621
H 2.7352 0.8012 0.2933 0.513 -1.074 -1.081
H 2.3516 0.8581 -1.4014 0.711 1.503 -2.490
H 2.2223 -0.7192 -0.7381 -0.235 1.028 0.722
H 1.0600 2.8748 -1.7084 0.197 0.536 1.023
H 0.2706 3.8361 -0.6610 -2.051 2.027 0.133
H -1.4913 0.9884 -0.4277 0.032 1.509 1.537
H -1.4026 2.0125 0.9413 -0.766 -0.341 1.540
C -0.5134 -2.6556 -0.7832 0.597 1.088 -0.407
C -0.9368 -1.8839 0.5279 2.341 -0.164 -4.132
O -1.3763 -0.7916 0.5192 -1.688 0.536 0.804
O -0.3417 -2.4939 1.5338 1.896 -0.530 2.940
H -1.0823 -3.4703 -1.0828 -1.569 -1.768 0.219
H 0.4454 -3.0807 -0.5419 0.453 -0.150 0.064
H -0.3922 -2.1860 -1.7930 -0.298 0.860 1.323
H 0.5352 -2.0904 1.8448 -2.152 -0.318 -0.712